[1]
Computed, not measured: C28H77N8O10 as an isolated structure in a non-equilibrium geometry, with the ωB97M-V functional and the def2-TZVPD basis.

The geometry in XYZ format:
```
123
Properties=species:S:1:pos:R:3:mulliken_charge:R:1
O 1.491 -6.456 -1.262 -0.438
O -2.926 1.236 -2.401 -0.421
O 2.073 0.272 -0.824 -0.518
O -2.670 2.978 2.692 -0.146
O 0.491 0.261 0.561 -0.275
O 2.578 0.574 -5.401 -0.418
O 0.731 -1.525 -0.609 -0.952
O -0.770 0.633 5.789 -0.476
O 3.564 2.988 2.597 -0.519
O -4.753 -3.128 0.097 -0.398
N 4.138 -1.066 -2.429 -0.872
N 1.024 -1.121 3.039 -0.461
N -0.055 -0.809 -3.553 -0.461
N -0.743 2.649 -0.414 -0.283
N -1.485 -1.926 1.398 0.174
N 2.090 3.422 -0.776 -0.776
N 3.009 -3.117 -0.821 -0.468
N 1.067 -0.324 -0.340 1.266
C 3.605 -0.941 -3.751 0.787
C 2.757 3.816 0.406 0.739
C -5.747 -2.589 -0.795 -1.087
C -2.371 2.462 1.319 0.192
C -1.387 0.810 -4.903 -1.793
C 2.164 1.968 -5.560 -0.835
C 2.019 -0.052 5.073 -1.628
C -1.558 4.732 0.581 -2.214
C -3.975 3.513 2.885 -1.083
C -0.836 0.469 -3.537 1.535
C -3.693 -2.126 0.150 -0.040
C 2.778 2.671 1.462 0.661
C -0.416 0.414 4.472 0.185
C 3.994 -5.233 -0.384 -1.366
C 1.493 -5.060 -0.776 -0.842
C -1.160 3.204 0.895 0.625
C 2.810 3.564 3.668 -0.469
C 2.040 5.140 0.858 -1.756
C 2.609 -2.151 -3.917 -1.875
C 0.318 -6.947 -0.842 -1.324
C -4.312 0.868 -2.160 -0.463
C 0.718 -0.602 4.350 0.214
C -3.425 -2.579 2.664 -1.998
C -2.085 0.174 -2.566 -1.052
C -1.713 1.709 5.940 -0.487
C -2.682 -2.771 1.248 -1.514
C 2.811 -4.557 -1.094 0.698
C 2.989 0.427 -3.952 -0.813
H 0.005 1.504 4.161 -0.232
H 3.337 1.697 0.959 -0.166
H -2.008 1.845 7.157 0.202
H 5.064 -5.034 -0.689 0.348
H -4.141 4.035 3.884 0.247
H 2.880 -4.787 -2.099 0.134
H -3.330 -1.665 3.049 0.480
H 0.245 -1.188 -2.687 -0.066
H -0.312 -6.909 -1.640 0.417
H -1.271 2.633 5.669 0.316
H -4.233 4.299 2.268 0.417
H -2.947 -2.231 -0.801 0.050
H 0.995 3.265 -0.429 0.449
H 0.209 -1.650 2.674 0.632
H -4.772 2.831 2.606 0.385
H -2.633 -3.651 1.070 1.849
H 3.891 4.009 0.126 0.273
H 1.416 -5.212 0.288 0.376
H 1.921 0.400 5.948 0.528
H -2.569 4.965 0.163 0.383
H -1.960 0.006 -5.344 0.372
H 3.289 -3.019 -3.964 0.271
H 1.866 3.095 3.990 -0.063
H 1.937 5.616 -0.150 0.494
H 0.841 -0.326 2.449 -0.332
H -5.539 -2.366 -1.845 0.297
H 1.502 2.211 -4.870 0.322
H -3.108 2.600 0.509 0.411
H -4.282 0.139 -1.028 -0.068
H -0.882 -1.951 0.605 -0.028
H 0.935 -0.728 -4.260 -0.084
H 3.317 -2.481 -1.768 0.019
H 3.826 1.080 -3.681 0.553
H 2.728 -0.823 4.968 0.391
H -2.745 1.432 5.393 0.165
H 1.876 -2.055 -4.792 0.553
H -0.543 0.882 -5.673 0.352
H -0.159 1.155 -3.029 0.120
H -6.430 -3.444 -0.949 0.338
H -1.918 -0.033 -1.516 0.065
H 4.425 -0.999 -4.378 0.665
H 3.499 -0.669 -1.496 0.113
H -1.462 2.591 -1.108 0.314
H -1.823 1.781 -4.847 0.376
H 4.183 -6.326 -0.619 0.345
H -1.130 5.077 -0.213 0.763
H 3.932 -5.144 0.781 0.232
H 1.830 2.288 1.929 -0.105
H 1.959 -2.138 -3.027 0.568
H -4.778 0.169 -2.838 0.348
H -1.677 -0.900 1.521 -0.245
H 4.788 -0.265 -2.272 0.485
H 2.532 4.580 3.404 0.235
H -2.270 1.278 1.370 -0.578
H 1.028 4.880 1.238 0.167
H 2.151 -2.568 -0.705 -0.029
H -1.538 5.541 1.321 0.412
H -0.601 3.359 1.752 0.447
H -2.485 -0.774 -2.898 0.740
H 0.319 -1.384 4.998 0.433
H -4.359 -2.981 2.739 0.499
H 0.746 -4.589 -1.284 0.662
H 1.626 2.167 -6.497 0.307
H -1.163 0.042 3.953 0.356
H -4.878 1.847 -2.023 0.303
H -0.531 1.650 -0.122 -0.476
H -2.975 -3.193 3.357 0.532
H 2.204 0.810 -3.485 0.055
H 2.403 0.889 4.541 0.173
H -6.295 -1.904 -0.444 0.533
H -3.956 -1.189 0.335 0.420
H 2.728 5.717 1.399 0.482
H 2.969 2.682 -5.648 0.327
H 0.424 -7.819 -0.412 0.538
H 3.233 3.821 4.633 0.390
H 2.216 2.322 -0.718 0.042
H -0.222 -6.617 -0.030 0.442
```

maximum force: 15.99 eV/Å
E: -2302.728756 a.u.
LUMO energy: 2.132 eV
Kohn-Sham gap: 0.2866 Ha
total charge: -1
HOMO energy: -0.208 hartree

***

[2]
Computed, not measured: C28H78BFO18S as an isolated structure, with the ωB97M-V functional and the def2-TZVPD basis.

The geometry in XYZ format:
```
127
Properties=species:S:1:pos:R:3:mulliken_charge:R:1
S 3.482 0.994 -0.923 1.344
F 3.722 -3.091 -0.280 -0.603
O 2.155 -5.665 -1.082 -0.446
O 7.340 0.500 2.265 -0.280
O 7.072 -1.534 -0.168 -0.335
O -3.527 -2.256 -3.193 -0.419
O 2.459 -3.643 4.162 -0.426
O -8.425 6.262 3.217 -0.465
O 4.130 2.258 -0.829 -0.656
O 4.529 -5.282 -5.684 -0.538
O 6.189 -1.993 1.975 -0.710
O -4.129 3.619 -0.405 -0.505
O -6.290 -1.799 -1.999 -0.483
O -1.222 -0.706 0.613 -0.541
O -5.632 7.536 0.095 -0.543
O 4.017 0.782 2.425 -0.730
O 2.821 0.649 0.488 -0.220
O 4.542 -0.179 -0.882 -0.420
O 0.177 1.830 2.557 -0.552
O 2.554 0.742 -1.966 -0.602
C -0.966 -0.721 -0.790 0.474
C 2.429 -5.747 -2.478 0.109
C 0.635 -5.238 3.836 -1.108
C 0.782 2.826 3.372 -0.246
C -7.926 6.911 -0.463 -1.171
C 6.020 -3.372 -5.345 -1.142
C -7.345 -0.841 -2.051 -0.173
C -9.404 5.235 3.333 -0.246
C 2.582 -7.176 -2.960 -1.300
C 1.743 3.706 2.597 -0.690
C -6.647 6.544 0.265 0.178
C -3.587 4.898 -0.744 -0.133
C 7.361 1.670 3.080 -0.164
C 3.059 -1.345 1.874 -1.144
C -3.225 -2.281 -4.578 -0.263
C -7.692 -0.291 -0.682 -1.051
C -2.102 4.825 -1.036 -1.022
C 5.023 -4.339 -4.738 -0.032
C 8.770 2.166 3.331 -1.297
C -3.031 -0.889 -5.153 -0.833
C 2.448 -2.493 -0.357 -0.332
C 3.726 -0.073 1.351 2.265
C -0.834 0.677 -1.354 -0.937
C 6.209 -3.425 1.889 -0.530
C 2.006 -2.053 1.023 0.374
C 5.011 -0.199 0.501 -1.287
C -10.684 5.570 2.592 -0.888
C 2.101 -4.915 3.626 -0.001
B 6.129 -1.299 0.788 1.126
H 1.761 -3.240 -0.755 0.642
H -6.816 0.167 -0.224 0.268
H 9.357 1.416 3.866 0.350
H 2.176 4.474 3.240 0.380
H -8.791 7.069 3.593 0.267
H 3.420 -7.665 -2.456 0.359
H 2.734 -5.698 4.059 0.375
H -10.477 5.753 1.537 0.162
H 6.777 2.412 2.537 0.276
H 4.346 0.229 3.145 0.422
H 2.895 -6.057 -0.609 0.292
H -8.230 -1.283 -2.522 0.261
H -6.229 5.623 -0.141 0.182
H -0.594 0.643 -2.418 0.287
H 6.356 -2.645 -4.605 0.262
H 1.680 -7.749 -2.745 0.333
H -0.044 1.226 -0.840 0.134
H -3.789 5.611 0.060 0.241
H -1.747 -1.280 -1.315 0.217
H -8.939 4.344 2.912 0.272
H -4.139 5.230 -1.623 0.306
H -1.909 4.122 -1.848 0.241
H 0.382 -6.199 3.388 0.331
H 1.104 -1.448 0.931 -0.252
H 3.835 -2.056 2.151 0.092
H 5.567 -2.836 -6.180 0.311
H 2.329 -4.857 2.561 0.073
H 2.291 -3.656 5.109 0.246
H -8.044 -1.088 -0.022 0.342
H -3.947 -0.301 -5.053 0.295
H 2.772 -7.199 -4.034 0.361
H 2.513 -1.673 -1.067 0.051
H 4.147 -3.803 -4.375 0.240
H -1.557 4.474 -0.155 0.203
H -9.616 5.033 4.388 0.274
H -8.480 0.460 -0.755 0.320
H 6.845 -1.162 -1.026 0.302
H 2.558 -1.052 2.801 0.662
H 1.307 2.358 4.214 0.234
H 3.332 -5.174 -2.708 -0.003
H -4.010 -2.811 -5.130 0.294
H -2.045 -0.231 0.759 0.330
H 5.471 -4.865 -3.887 0.247
H 8.757 3.077 3.932 0.385
H 6.036 -3.805 2.895 0.250
H 6.847 1.475 4.028 0.264
H -1.766 1.236 -1.229 0.326
H -11.404 4.754 2.670 0.331
H 1.588 -5.265 -2.975 0.317
H -6.568 -2.532 -1.442 0.247
H -8.677 6.127 -0.347 0.226
H 0.009 -4.467 3.385 0.273
H -11.148 6.469 3.005 0.316
H -5.963 8.362 0.462 0.292
H 1.239 4.192 1.761 0.170
H 5.275 -5.786 -6.023 0.289
H 1.735 -2.950 1.583 -0.364
H 0.875 1.303 2.154 0.227
H 2.556 3.100 2.192 0.056
H -8.344 7.840 -0.068 0.326
H 5.421 -3.785 1.230 0.078
H 9.272 2.377 2.387 0.309
H -2.306 -2.861 -4.671 0.280
H -4.353 -1.772 -3.065 0.216
H -7.733 7.054 -1.527 0.361
H 7.178 -3.773 1.530 0.273
H -2.771 -0.934 -6.211 0.355
H 0.399 -5.287 4.902 0.362
H -0.030 -1.267 -0.914 -0.257
H -6.985 -0.045 -2.702 0.272
H -6.847 6.390 1.327 0.133
H 5.533 0.754 0.643 0.153
H 6.898 -3.903 -5.721 0.369
H -2.237 -0.366 -4.619 0.087
H -3.669 3.308 0.381 0.271
H -1.706 5.802 -1.314 0.387
H -0.043 3.409 3.781 0.347
H 7.826 -0.202 2.711 0.188
```

maximum force: 0.47 eV/Å
E: -2990.826173 a.u.
LUMO energy: 0.472 eV
Kohn-Sham gap: 0.3691 Ha
total charge: 0
HOMO energy: -0.352 hartree

***

[3]
Computed, not measured: C28H78Br9O20P3S8 as an isolated structure in a non-equilibrium geometry, with the ωB97M-V functional and the def2-TZVPD basis.

The geometry in XYZ format:
```
146
Properties=species:S:1:pos:R:3:mulliken_charge:R:1
Br -5.181 -9.059 18.660 -0.053
Br -6.831 -4.929 24.275 0.010
Br -0.950 -7.010 21.171 -0.080
Br -0.097 -8.833 18.651 -0.049
Br -6.908 -9.577 21.554 -0.039
Br -5.426 -1.900 24.293 -0.068
Br -1.483 -10.235 21.247 0.275
Br -3.680 -4.457 23.491 0.029
Br -5.057 -6.901 21.079 -0.055
S -2.865 -15.865 25.730 0.487
S 0.855 -10.685 26.940 0.507
S 0.572 -4.254 23.984 0.658
S -2.451 -12.583 28.583 0.920
S 4.163 -6.995 23.976 0.651
S -4.956 -5.747 28.410 0.406
S -3.826 -12.501 20.658 0.947
S -8.545 -11.569 27.347 0.606
P -6.723 -15.708 23.620 0.897
P -3.860 -9.654 25.985 0.590
P 0.958 -13.747 23.089 -0.344
O -2.843 -13.004 19.671 -0.732
O -8.523 -11.706 25.861 -0.570
O -7.801 -16.652 22.858 -0.459
O -5.281 -5.959 29.894 -0.697
O -1.534 -13.540 29.283 -0.726
O -2.562 -10.505 25.963 0.889
O -3.455 -8.241 25.411 -0.167
O 2.232 -13.315 23.861 -0.394
O -5.409 -16.318 23.508 -0.709
O 5.248 -6.265 23.203 -0.728
O 1.124 -5.341 24.793 -0.505
O -0.306 -13.161 23.488 1.109
O -7.432 -15.649 25.036 -0.476
O -4.374 -9.573 27.355 -1.411
O 1.018 -15.335 23.328 -0.210
O 1.381 -13.384 21.584 -0.374
O 1.653 -10.235 25.747 -0.601
O -6.860 -14.194 23.021 0.449
O -4.810 -10.248 24.799 -0.119
O -3.131 -14.429 25.988 -0.724
C 2.895 -12.008 23.882 -0.567
C -5.305 -8.843 20.640 0.568
C -2.881 -8.063 24.132 0.555
C -4.115 -13.725 21.892 0.401
C -5.525 -3.720 23.504 -0.421
C -0.086 -3.083 25.157 -1.000
C -2.278 -15.883 24.031 0.577
C 3.948 -6.213 25.565 -0.778
C 4.798 -8.502 24.597 -0.693
C -0.357 -8.826 20.590 -0.629
C -2.585 -11.056 29.546 -0.807
C -2.076 -11.487 24.994 -0.060
C -10.197 -11.059 27.698 -1.101
C 0.894 -12.440 26.762 -0.702
C 1.811 -10.472 28.410 -1.188
C -3.491 -6.637 28.252 -0.263
C -8.082 -13.497 22.919 -0.638
C -7.307 -17.318 21.647 -0.701
C 2.156 -16.030 22.875 -0.903
C -6.840 -14.777 26.010 0.126
C -5.191 -11.577 24.904 1.708
C -7.737 -10.009 27.891 -0.731
C -1.338 -16.203 26.586 -0.842
C -6.141 -6.717 27.536 0.226
C -4.241 -12.967 28.712 -0.174
C 0.378 -13.181 20.554 -0.162
C 1.836 -3.252 23.247 -1.105
C -5.484 -12.455 19.937 -0.887
H -10.622 -10.362 26.965 0.284
H 2.958 -6.489 25.931 0.248
H -4.628 -13.273 29.677 0.561
H -8.076 -13.128 21.853 0.217
H 1.335 -2.309 23.012 0.378
H -2.704 -6.178 28.864 0.521
H -0.534 -15.491 26.264 0.033
H 2.556 -15.543 21.978 0.359
H 1.857 -17.069 22.663 0.235
H -3.156 -15.756 23.441 -0.120
H -3.062 -13.832 22.246 -0.734
H 0.649 -8.956 20.947 0.465
H -4.399 -12.216 25.224 -0.345
H -8.008 -18.099 21.434 0.273
H -3.060 -7.059 23.753 -0.678
H -4.703 -13.406 22.761 -0.408
H 4.627 -9.166 23.731 0.203
H 2.322 -3.736 22.402 0.342
H -3.135 -11.075 30.513 0.366
H -4.480 -13.676 27.929 -0.237
H -7.405 -16.616 20.841 0.280
H -1.674 -14.992 23.961 -0.957
H -6.061 -6.403 26.499 -0.012
H -5.942 -7.776 27.702 -0.514
H 0.288 -12.742 27.592 0.546
H -5.785 -15.065 25.976 -0.043
H -1.980 -12.429 25.503 -0.169
H -1.630 -16.057 27.643 0.376
H -5.654 -13.413 19.427 0.418
H -1.724 -16.804 23.852 0.558
H -5.320 -11.832 23.867 -0.271
H -8.968 -14.159 23.043 0.349
H 1.836 -9.423 28.674 0.416
H -6.267 -17.698 21.721 0.263
H 0.296 -12.583 25.829 -0.615
H -10.808 -11.906 27.848 0.404
H -1.077 -3.484 25.481 0.201
H -2.989 -10.297 28.871 0.021
H -1.047 -17.258 26.523 0.425
H 3.816 -5.163 25.237 0.181
H 0.652 -2.720 25.867 0.373
H -1.143 -11.127 24.510 0.342
H -5.755 -3.575 22.475 0.415
H -7.059 -13.705 25.795 -0.138
H 5.812 -8.305 24.862 0.417
H 2.873 -10.806 28.243 0.319
H -3.170 -6.666 27.207 -0.020
H -4.674 -12.001 28.302 -0.161
H -4.540 -14.657 21.512 0.660
H 2.979 -16.009 23.595 0.253
H -2.821 -11.567 24.143 -0.097
H -3.686 -7.633 28.748 -0.077
H -5.504 -11.670 19.212 0.266
H -1.528 -10.860 29.758 0.331
H 0.464 -13.814 19.705 0.318
H -0.653 -13.221 20.996 -0.202
H -8.260 -9.214 27.402 0.483
H -1.832 -8.296 24.256 0.276
H 2.591 -3.054 23.994 0.328
H 4.802 -6.325 26.293 0.382
H -7.216 -14.934 27.069 0.275
H 3.256 -11.677 22.931 0.420
H -7.085 -6.361 27.963 0.480
H -0.309 -2.172 24.585 0.381
H -6.251 -12.247 20.665 -0.060
H -6.674 -10.116 27.667 -0.273
H 2.237 -11.233 24.329 0.170
H -7.904 -10.001 28.987 0.507
H -6.106 -11.788 25.496 -0.798
H 4.091 -8.882 25.402 0.107
H 1.455 -11.060 29.272 0.372
H -8.103 -12.661 23.584 0.126
H 3.771 -12.231 24.522 0.285
H -10.104 -10.388 28.623 0.357
H 0.494 -12.132 20.354 0.186
H 1.916 -12.825 26.765 0.664
H -3.452 -8.688 23.480 0.059
H -4.520 -9.418 21.103 -0.497
```

maximum force: 3.25 eV/Å
E: -29994.062654 a.u.
LUMO energy: -0.731 eV
Kohn-Sham gap: 0.2784 Ha
total charge: 0
HOMO energy: -0.305 hartree